A | # C3H10N3

A gas-phase ion, C3H10N3 (charge +1) (the ωB97M-V functional and the def2-TZVPD basis, the Open Molecules 2025 dataset).

Summary:
**SMILES string**: C[NH2+][C@@]1(N)CN1
**HOMO-LUMO gap**: 11.5 eV
**Charge**: +1

Last column: natural (NBO) charge in e.
Geometry (Å):
C1 -1.962 -0.118 -0.467  -0.43
N1 -0.610 -0.748 -0.213  -0.54
C2 0.726 0.074 -0.008  0.40
N2 1.292 0.697 -1.090  -0.84
C3 0.686 0.505 1.411  -0.26
N3 1.395 -0.637 0.901  -0.60
H1 -1.854 0.584 -1.197  0.23
H2 -2.745 -0.796 -0.978  0.26
H3 -2.374 0.285 0.525  0.25
H4 -0.297 -1.401 -1.077  0.44
H5 -0.571 -1.327 0.596  0.44
H6 1.783 0.097 -1.686  0.38
H7 1.256 1.564 -1.555  0.43
H8 1.163 1.376 1.849  0.25
H9 -0.242 0.251 1.944  0.19
H10 2.354 -0.407 1.045  0.41


B | # C3H10N3

2 unconnected molecules or ions with the total composition C3H10N3 (the ωB97M-V functional and the def2-TZVPD basis, the Open Molecules 2025 dataset).

Summary:
**HOMO-LUMO gap**: 11.4 eV
**Charge**: +1

Last column: natural (NBO) charge in e.
Geometry (Å):
C1 1.606 1.029 1.120  0.39
C2 -0.582 -2.011 -1.242  0.01
C3 -2.380 -0.740 -0.443  -0.44
N1 0.805 0.875 0.113  -0.73
N2 2.460 2.008 1.306  -0.72
N3 -0.984 -1.059 -0.527  -0.45
H1 -1.249 -2.663 -1.805  0.18
H2 1.560 0.271 1.898  0.22
H3 0.478 -2.209 -1.315  0.18
H4 -2.522 0.280 -0.805  0.22
H5 -2.681 -0.768 0.604  0.22
H6 -3.007 -1.422 -1.025  0.20
H7 0.813 1.564 -0.631  0.40
H8 0.098 0.046 -0.030  0.46
H9 2.576 2.754 0.632  0.42
H10 3.011 2.046 2.152  0.44


Which of them is most stable? Easy: B.


A | # C3H10N3

A molecular structure, C3H10N3 (the ωB97M-V functional and the def2-TZVPD basis, the Open Molecules 2025 dataset).

Summary:
**HOMO-LUMO gap**: 9.7 eV
**Charge**: +1

Last column: natural (NBO) charge in e.
Geometry (Å):
C1 -0.574 -0.992 0.731  -0.35
C2 -1.489 0.147 0.759  -0.31
C3 0.949 -0.070 0.024  0.07
N1 0.345 1.165 -0.110  -0.52
N2 1.500 -0.524 -1.337  -0.77
N3 -1.067 1.075 -0.365  -0.45
H1 -0.224 -1.265 1.740  0.25
H2 -0.731 -1.783 0.035  0.21
H3 -2.461 -0.328 0.520  0.25
H4 -1.519 0.759 1.641  0.20
H5 1.828 -0.039 0.732  0.23
H6 0.586 1.770 0.718  0.38
H7 1.579 -1.608 -1.403  0.46
H8 2.307 0.129 -1.693  0.48
H9 0.523 -0.404 -1.812  0.47
H10 -1.549 1.969 -0.180  0.39


B | # C3H10N3

A gas-phase ion, C3H10N3 (charge +1) (the ωB97M-V functional and the def2-TZVPD basis, the Open Molecules 2025 dataset).

Summary:
**HOMO-LUMO gap**: 7.4 eV
**Charge**: +1

Last column: natural (NBO) charge in e.
Geometry (Å):
C1 -0.793 1.012 0.036  -0.51
C2 -0.975 -0.062 1.224  -0.46
C3 0.553 0.768 -0.586  0.55
N1 -0.787 -1.569 0.917  -0.72
N2 1.537 1.537 -0.250  -0.71
N3 0.651 -0.151 -1.608  -0.80
H1 -1.563 1.048 -0.713  0.23
H2 -0.769 1.962 0.659  0.27
H3 -0.404 0.117 2.178  0.18
H4 -1.723 -1.918 0.623  0.43
H5 -0.644 -1.943 1.846  0.45
H6 2.518 1.317 -0.651  0.41
H7 1.494 1.809 0.663  0.42
H8 1.567 -0.325 -2.137  0.44
H9 -0.256 -0.484 -1.942  0.43
H10 -0.108 -1.820 0.182  0.39


C | # C3H10N3

A gas-phase ion, C3H10N3 (charge +1) (the ωB97M-V functional and the def2-TZVPD basis, the Open Molecules 2025 dataset).

Summary:
**SMILES string**: NC(N)[C@H]1C[NH2+]1
**HOMO-LUMO gap**: 10.7 eV
**Charge**: +1

Last column: natural (NBO) charge in e.
Geometry (Å):
N1 1.881 -0.606 -0.330  -0.86
C1 0.916 -0.015 0.502  0.09
N2 0.784 1.471 0.182  -0.85
C2 -0.489 -0.672 0.149  -0.07
C3 -1.818 -0.149 0.507  -0.23
N3 -1.292 0.172 -0.815  -0.57
H1 1.689 -0.701 -1.324  0.38
H2 2.251 -1.482 0.050  0.40
H3 1.128 -0.068 1.624  0.24
H4 1.487 1.868 0.735  0.41
H5 1.156 1.471 -0.771  0.37
H6 -0.579 -1.773 -0.007  0.25
H7 -2.537 -0.924 0.653  0.25
H8 -2.020 0.686 1.069  0.24
H9 -1.857 -0.320 -1.507  0.46
H10 -0.698 1.041 -0.716  0.49


Which of them is most stable? Easy: C.


A | # C5H13OP

2 unconnected molecules or ions with the total composition C5H13OP (the ωB97M-V functional and the def2-TZVPD basis, the Open Molecules 2025 dataset).

Summary:
**HOMO-LUMO gap (spin up / spin down)**: 7.4 / 7.8 eV

Last column: natural (NBO) charge in e.
Geometry (Å):
C1 -0.873 0.006 1.407  -0.70
C2 -1.143 1.613 -0.484  -0.71
C3 -1.557 -0.832 -0.992  -0.69
C4 2.242 -0.993 0.657  -1.02
C5 -1.062 0.188 -0.089  0.15
O1 2.307 1.520 -0.417  -1.08
P1 1.680 0.212 -0.532  1.42
H1 -1.816 0.162 1.962  0.23
H2 -0.231 -0.931 1.534  0.22
H3 -0.121 0.739 1.757  0.23
H4 -1.819 2.152 0.153  0.21
H5 -1.375 1.799 -1.502  0.22
H6 -0.224 2.215 -0.331  0.26
H7 -1.133 -1.779 -0.716  0.22
H8 -2.658 -0.914 -1.085  0.22
H9 -1.326 -0.618 -1.980  0.23
H10 1.939 -0.902 1.614  0.23
H11 1.706 -1.899 0.349  0.23
H12 3.325 -1.153 0.416  0.25
H13 2.140 -0.584 -1.719  -0.12


B | # C5H13OP

C5H13OP in the gas phase (the ωB97M-V functional and the def2-TZVPD basis, the Open Molecules 2025 dataset).

Summary:
**SMILES string**: CC(C)(C)C[PH2]=O
**HOMO-LUMO gap**: 10.8 eV

Last column: natural (NBO) charge in e.
Geometry (Å):
C1 -0.089 -1.460 0.231  -0.64
C2 -0.539 -0.045 0.059  -0.05
C3 -0.587 0.577 1.445  -0.62
C4 -1.843 0.104 -0.664  -0.62
C5 0.566 0.895 -0.593  -0.78
P1 2.175 0.122 -0.421  1.58
O1 2.620 -0.749 -1.521  -1.08
H1 0.848 -1.651 0.645  0.21
H2 -0.012 -1.900 -0.762  0.23
H3 -0.760 -2.083 0.816  0.22
H4 -1.478 0.038 1.722  0.21
H5 0.250 0.156 2.022  0.21
H6 -0.751 1.658 1.318  0.21
H7 -2.274 -0.792 -1.130  0.23
H8 -2.540 0.577 0.038  0.21
H9 -1.644 0.787 -1.526  0.22
H10 0.422 0.999 -1.897  0.25
H11 0.385 1.905 -0.284  0.24
H12 2.882 1.226 -0.383  -0.14
H13 2.370 -0.363 0.885  -0.10


C | # C5H13OP

2 unconnected molecules or ions with the total composition C5H13OP (the ωB97M-V functional and the def2-TZVPD basis, the Open Molecules 2025 dataset).

Summary:
**HOMO-LUMO gap (spin up / spin down)**: 7.1 / 8.0 eV

Last column: natural (NBO) charge in e.
Geometry (Å):
C1 -1.314 -1.815 1.303  -0.94
C2 2.172 1.893 0.265  -0.68
C3 -1.016 -1.656 -1.806  -0.26
C4 -1.322 1.132 0.925  -1.00
C5 2.131 0.477 -0.170  -0.34
O1 -1.176 -0.522 -0.957  -0.82
P1 -0.547 -0.482 0.541  1.35
H1 -1.356 -2.588 0.689  0.19
H2 -1.018 -1.930 2.347  0.21
H3 2.879 2.489 -0.403  0.21
H4 1.203 2.486 0.319  0.21
H5 2.543 2.017 1.191  0.20
H6 -1.639 -2.342 -1.347  0.17
H7 -0.016 -2.119 -2.062  0.19
H8 -1.560 -1.382 -2.861  0.19
H9 -0.581 1.668 1.694  0.24
H10 -1.563 1.662 0.025  0.26
H11 -2.381 0.958 1.190  0.25
H12 2.764 -0.222 0.230  0.17
H13 1.797 0.276 -1.114  0.16


Which of them is most stable? Easy: B.


A | # C6H12N

A gas-phase ion, C6H12N (charge +1) (the ωB97M-V functional and the def2-TZVPD basis, the Open Molecules 2025 dataset).

Summary:
**SMILES string**: C=CC(=C)CC[NH3+]
**HOMO-LUMO gap**: 9.3 eV
**Charge**: +1

Last column: natural (NBO) charge in e.
Geometry (Å):
C1 1.713 -1.382 1.695  -0.32
C2 0.662 -0.980 0.992  -0.27
C3 0.732 -0.211 -0.276  -0.10
C4 1.502 -0.572 -1.301  -0.32
C5 0.127 1.197 -0.258  -0.45
C6 -1.346 1.176 0.122  -0.23
N1 -2.040 0.094 -0.656  -0.67
H1 2.732 -1.065 1.512  0.21
H2 1.527 -1.822 2.669  0.22
H3 -0.332 -1.168 1.399  0.19
H4 1.336 -0.028 -2.223  0.19
H5 2.325 -1.273 -1.296  0.23
H6 0.311 1.620 -1.247  0.23
H7 0.723 1.741 0.474  0.27
H8 -1.530 1.050 1.187  0.24
H9 -1.846 2.103 -0.148  0.24
H10 -1.499 -0.779 -0.653  0.46
H11 -3.003 -0.057 -0.346  0.45
H12 -2.093 0.356 -1.645  0.44


B | # C6H12N

2 unconnected molecules or ions with the total composition C6H12N (the ωB97M-V functional and the def2-TZVPD basis, the Open Molecules 2025 dataset).

Summary:
**HOMO-LUMO gap (spin up / spin down)**: 9.2 / 9.2 eV
**Charge**: +1

Last column: natural (NBO) charge in e.
Geometry (Å):
C1 -0.591 -1.458 1.151  -0.24
C2 -0.622 -0.569 0.006  0.25
C3 0.171 0.528 0.599  0.18
C4 -0.983 -1.096 -1.397  -0.63
C5 -0.137 1.690 1.427  -0.72
C6 1.347 0.964 -1.428  -0.51
N1 0.667 -0.770 0.970  -0.43
H1 -1.172 -1.132 2.134  0.23
H2 -0.676 -2.498 0.846  0.24
H3 -1.378 -0.395 -1.946  0.25
H4 -1.521 -2.008 -1.277  0.25
H5 -0.071 -1.348 -2.039  0.25
H6 -0.706 2.441 0.909  0.27
H7 0.824 2.276 1.635  0.26
H8 -0.865 1.592 2.275  0.26
H9 2.144 1.508 -0.881  0.23
H10 0.527 1.586 -1.934  0.22
H11 1.492 -0.053 -1.865  0.20
H12 1.551 -1.257 0.818  0.45


C | # C6H12N

2 unconnected molecules or ions with the total composition C6H12N (the ωB97M-V functional and the def2-TZVPD basis, the Open Molecules 2025 dataset).

Summary:
**HOMO-LUMO gap (spin up / spin down)**: 8.5 / 6.5 eV
**Charge**: +1

Last column: natural (NBO) charge in e.
Geometry (Å):
C1 -2.952 -1.374 -0.099  -0.48
C2 -0.064 -0.098 0.026  -0.29
C3 1.086 -0.380 0.475  -0.18
C4 -2.704 -0.079 -0.068  0.36
C5 -2.861 1.333 0.072  -0.75
C6 3.545 -0.030 0.244  -0.41
N1 2.301 -0.174 -0.597  -0.57
H1 -3.919 -1.793 -0.128  0.26
H2 -2.113 -1.929 0.057  0.26
H3 -0.546 0.312 -0.786  0.19
H4 1.432 -0.740 1.513  0.24
H5 -3.630 1.655 -0.617  0.27
H6 -2.037 1.928 -0.065  0.26
H7 -3.212 1.483 1.049  0.27
H8 4.144 -0.897 0.017  0.24
H9 4.018 0.944 0.098  0.24
H10 3.199 0.045 1.259  0.22
H11 2.264 -0.887 -1.423  0.45
H12 2.051 0.680 -1.027  0.42


D | # C6H12N

A gas-phase ion, C6H12N (charge +1) (the ωB97M-V functional and the def2-TZVPD basis, the Open Molecules 2025 dataset).

Summary:
**SMILES string**: C=C[N+]1(CC)CC1
**HOMO-LUMO gap**: 12.1 eV
**Charge**: +1

Last column: natural (NBO) charge in e.
Geometry (Å):
C1 1.916 -1.324 -0.194  -0.32
C2 1.241 -0.570 0.638  -0.04
N1 0.205 0.334 -0.019  -0.25
C3 -0.982 -0.241 -0.623  -0.21
C4 -1.878 -1.122 0.227  -0.64
C5 0.826 1.577 -0.471  -0.21
C6 -0.105 1.545 0.680  -0.24
H1 2.699 -1.967 0.030  0.25
H2 1.748 -1.057 -1.177  0.20
H3 1.379 -0.424 1.724  0.25
H4 -1.633 0.564 -0.994  0.23
H5 -0.634 -0.816 -1.496  0.23
H6 -2.713 -1.465 -0.421  0.26
H7 -1.275 -1.921 0.558  0.23
H8 -2.540 -0.573 0.969  0.24
H9 0.539 2.045 -1.434  0.26
H10 1.876 1.542 -0.162  0.25
H11 0.398 1.813 1.698  0.26
H12 -1.067 2.060 0.470  0.26


Which of them is most stable? Easy: A.


A | # C16H28InN2O7

A molecular structure, C16H28InN2O7 (the ωB97M-V functional and the def2-TZVPD basis, the Open Molecules 2025 dataset).

Summary:
**HOMO-LUMO gap**: 4.1 eV
**Charge**: +1

Last column: natural (NBO) charge in e.
Geometry (Å):
In1 -1.067 -0.266 0.270  0.99
C1 5.868 -4.399 0.771  -0.10
C2 4.831 -3.418 0.948  0.39
C3 5.157 -2.119 1.939  0.35
O1 4.259 -1.226 2.005  -0.46
C4 6.482 -1.984 2.450  -0.04
C5 7.351 -3.030 2.260  0.31
C6 7.039 -4.252 1.420  0.29
O2 7.951 -5.189 1.220  -0.41
O3 8.537 -2.686 2.709  -0.39
O4 3.676 -3.482 0.526  -0.47
H1 5.756 -5.244 0.107  0.26
H2 6.811 -1.107 2.988  0.26
C7 -5.089 -6.418 1.262  -0.64
C8 -4.116 -5.286 1.610  -0.08
C9 -3.215 -5.622 2.776  -0.08
O5 -2.191 -4.581 2.933  -0.54
C10 -1.147 -5.039 3.749  -0.25
N1 -3.312 -5.033 0.378  -0.82
H3 -5.946 -6.100 0.668  0.22
H4 -5.582 -6.837 2.139  0.21
H5 -4.673 -7.268 0.722  0.21
H6 -4.746 -4.439 1.884  0.19
H7 -2.833 -6.633 2.634  0.17
H8 -3.838 -5.759 3.660  0.18
H9 -0.521 -5.764 3.227  0.17
H10 -1.571 -5.398 4.687  0.17
H11 -0.494 -4.213 4.029  0.18
H12 -2.740 -5.856 0.252  0.35
H13 -3.969 -5.108 -0.386  0.35
C11 0.646 6.549 -5.335  -0.26
O6 -0.127 5.413 -4.853  -0.56
C12 -1.439 5.731 -4.561  -0.08
C13 -2.040 4.639 -3.699  -0.24
N2 -1.270 4.465 -2.495  -0.63
C14 -1.687 5.521 -1.588  -0.23
C15 -0.678 5.801 -0.401  -0.07
O7 -0.463 4.638 0.399  -0.54
C16 0.314 4.930 1.539  -0.25
H14 0.799 7.187 -4.465  0.17
H15 0.145 7.239 -6.015  0.18
H16 1.645 6.343 -5.720  0.21
H17 -1.935 5.853 -5.524  0.18
H18 -1.503 6.689 -4.043  0.15
H19 -2.112 3.762 -4.343  0.20
H20 -3.070 4.857 -3.417  0.20
H21 -0.317 4.636 -2.782  0.36
H22 -2.671 5.215 -1.234  0.19
H23 -1.874 6.471 -2.090  0.17
H24 -1.029 6.704 0.098  0.18
H25 0.242 6.173 -0.851  0.16
H26 -0.085 5.650 2.253  0.18
H27 1.295 5.283 1.221  0.17
H28 0.545 4.006 2.069  0.18


B | # C16H28InN2O7

A molecular structure, C16H28InN2O7 (the ωB97M-V functional and the def2-TZVPD basis, the Open Molecules 2025 dataset).

Summary:
**HOMO-LUMO gap**: 4.0 eV
**Charge**: +1

Last column: natural (NBO) charge in e.
Geometry (Å):
In1 -0.103 1.118 -0.066  0.87
C1 -2.332 -1.041 4.115  -0.08
C2 -1.331 -0.561 3.137  0.42
C3 -0.225 -1.655 2.777  0.38
O1 0.528 -1.357 1.879  -0.49
C4 -0.271 -2.985 3.368  -0.08
C5 -1.192 -3.315 4.279  0.30
C6 -2.286 -2.266 4.724  0.31
O2 -3.136 -2.450 5.691  -0.38
O3 -1.025 -4.502 4.856  -0.38
O4 -1.322 0.462 2.518  -0.48
H1 -3.021 -0.321 4.530  0.26
H2 0.462 -3.704 3.033  0.26
C7 -1.110 -3.352 -2.591  -0.65
C8 -1.265 -2.062 -1.852  -0.09
C9 -2.566 -1.991 -0.976  -0.06
O5 -2.512 -0.775 -0.133  -0.57
C10 -3.717 -0.630 0.630  -0.26
N1 -0.018 -1.582 -1.205  -0.84
H3 -1.588 -3.381 -3.571  0.23
H4 -1.586 -4.215 -2.127  0.22
H5 -0.093 -3.689 -2.791  0.22
H6 -1.545 -1.375 -2.651  0.19
H7 -2.734 -2.843 -0.317  0.17
H8 -3.348 -2.015 -1.735  0.19
H9 -3.776 -1.401 1.399  0.16
H10 -4.668 -0.796 0.124  0.19
H11 -3.747 0.292 1.210  0.21
H12 0.091 -2.221 -0.430  0.36
H13 0.596 -2.021 -1.875  0.37
C11 -0.954 4.565 -2.060  -0.27
O6 0.057 4.124 -1.105  -0.56
C12 1.179 4.936 -1.172  -0.05
C13 2.478 4.171 -0.690  -0.25
N2 2.379 2.731 -1.013  -0.65
C14 3.624 1.962 -0.715  -0.24
C15 3.559 0.443 -1.161  -0.07
O7 2.496 -0.193 -0.457  -0.57
C16 2.856 -1.610 -0.333  -0.28
H14 -1.955 4.224 -1.799  0.20
H15 -0.730 4.360 -3.107  0.18
H16 -1.169 5.630 -1.974  0.19
H17 1.040 5.785 -0.503  0.18
H18 1.269 5.317 -2.189  0.17
H19 2.435 4.392 0.376  0.20
H20 3.317 4.761 -1.061  0.19
H21 2.221 2.651 -2.007  0.36
H22 3.703 1.888 0.369  0.21
H23 4.501 2.334 -1.245  0.19
H24 4.490 -0.124 -1.160  0.20
H25 3.267 0.462 -2.211  0.16
H26 2.966 -2.244 -1.212  0.18
H27 2.086 -2.197 0.168  0.19
H28 3.725 -1.736 0.313  0.19


Which of them is most stable? Easy: B.


A | # C8H13N2

2 unconnected molecules or ions with the total composition C8H13N2 (the ωB97M-V functional and the def2-TZVPD basis, the Open Molecules 2025 dataset).

Summary:
**HOMO-LUMO gap (spin up / spin down)**: 7.3 / 7.3 eV
**Charge**: +1

Last column: natural (NBO) charge in e.
Geometry (Å):
C1 -1.093 1.802 2.456  -0.12
C2 -1.031 1.612 1.133  -0.24
C3 -0.620 0.678 3.216  -0.25
C4 -0.145 -0.447 2.648  0.04
C5 -0.502 0.416 0.500  0.43
C6 1.005 0.274 -3.514  -0.69
C7 0.641 -1.745 0.758  -0.41
C8 0.438 -0.761 -2.673  0.11
N1 -0.011 -0.513 1.307  -0.33
N2 -0.635 0.234 -0.838  -0.75
H1 -1.354 2.770 2.817  0.25
H2 -1.314 2.419 0.381  0.23
H3 -0.660 0.816 4.227  0.23
H4 0.326 -1.170 3.335  0.24
H5 2.008 0.513 -3.396  0.25
H6 0.891 -0.258 -4.532  0.29
H7 0.363 1.043 -3.550  0.25
H8 0.122 -1.836 -0.222  0.23
H9 1.676 -1.658 0.812  0.22
H10 0.442 -2.646 1.484  0.24
H11 0.908 -1.571 -2.158  0.21
H12 -0.571 -1.071 -2.902  0.21
H13 -0.885 1.100 -1.289  0.37


B | # C8H13N2

A gas-phase ion, C8H13N2 (charge +1) (the ωB97M-V functional and the def2-TZVPD basis, the Open Molecules 2025 dataset).

Summary:
**SMILES string**: CC(=[NH2+])c1[nH]c(C)cc1C
**HOMO-LUMO gap**: 8.2 eV
**Charge**: +1

Last column: natural (NBO) charge in e.
Geometry (Å):
C1 -0.076 2.636 -0.856  -0.74
C2 0.580 1.320 -1.008  0.33
N1 1.302 1.162 -2.113  -0.72
C3 0.076 0.186 -0.339  -0.01
N2 -0.840 0.403 0.689  -0.45
C4 -0.995 -0.592 1.442  0.31
C5 -1.844 -0.853 2.574  -0.66
C6 -0.198 -1.643 0.864  -0.29
C7 0.502 -1.215 -0.212  0.08
C8 1.330 -2.074 -1.077  -0.66
H1 0.820 3.334 -0.950  0.26
H2 -1.220 3.211 -1.121  0.33
H3 0.052 2.708 0.288  0.23
H4 1.937 1.934 -2.447  0.41
H5 1.820 0.286 -2.425  0.42
H6 -1.242 1.366 0.737  0.44
H7 -2.237 -1.847 2.708  0.27
H8 -1.313 -0.471 3.473  0.26
H9 -2.677 -0.197 2.337  0.24
H10 -0.123 -2.603 1.372  0.24
H11 2.211 -2.474 -0.541  0.26
H12 0.700 -2.847 -1.271  0.25
H13 1.434 -1.730 -2.124  0.22


Which of them is most stable? Easy: B.